No. 1
Density functional theory data (wB97M-V/def2-TZVPD) for a structure of composition C12H36BaN4O21P3 in a non-equilibrium geometry.

Computed properties:
- Total energy: -90538.9249 eV
- HOMO energy (alpha / beta): -5.20 / -9.84 eV
- Spin multiplicity: 2
- Kohn-Sham gap (alpha / beta): 4.7489 / 9.2623 eV
- Total charge: 0
- LUMO energy (alpha / beta): -0.453 / -0.576 eV

CARTESIAN COORDINATES (ANGSTROEM)
Ba -2.1251 0.2720 3.9155
N -0.3020 -0.9039 1.1188
O 0.1143 -1.1901 0.0260
O -0.5160 0.2501 1.4344
O -0.6642 -1.6901 1.9119
C -1.3394 -4.8653 3.8953
N -0.2641 -5.9026 3.5372
O 0.5788 -6.1871 4.3838
O -0.3370 -6.5108 2.4842
H -1.3240 -4.0939 3.1253
H -1.1144 -4.4904 4.8937
H -2.2605 -5.4473 3.8650
C 1.4325 -4.4200 0.8683
N 2.3253 -3.7700 1.8426
O 1.8892 -3.6792 2.9731
O 3.4507 -3.4915 1.5558
H 1.9562 -4.3886 -0.0871
H 0.4959 -3.8639 0.8266
H 1.3232 -5.4778 1.1075
C 3.0597 -0.2257 0.0361
N 4.3610 -0.0163 0.7699
O 5.1319 -0.9509 0.9186
O 4.6031 1.1438 1.1763
H 2.8956 0.5030 -0.7577
H 2.2684 -0.1070 0.7762
H 3.0219 -1.2802 -0.2372
C -2.7229 -4.1683 -5.3131
O -1.3140 -3.8880 -5.2006
P -0.3976 -5.0768 -4.5144
O -0.6322 -6.5132 -4.8742
O -0.3752 -4.7032 -2.9177
C -0.3203 -3.3476 -2.5600
O 1.1098 -4.6523 -4.9257
C 2.3456 -5.2130 -4.5097
H -3.2604 -3.3696 -4.8020
H -3.0317 -5.1465 -4.9444
H -2.9775 -4.1432 -6.3727
H -0.4715 -2.5900 -3.3289
H 0.5979 -3.1223 -2.0175
H -1.0281 -3.1433 -1.7567
H 3.0807 -5.3556 -5.3018
H 2.2969 -6.1790 -4.0072
H 2.7320 -4.6000 -3.6954
C 1.4397 2.5397 1.1617
O 0.5393 3.5595 1.5622
P 0.1491 3.6486 3.0938
O -0.6948 2.5555 3.5812
O 1.5973 3.7370 3.8325
C 1.7516 3.2284 5.1380
O -0.4041 5.1543 3.2628
C 0.3126 6.1815 2.6451
H 2.2696 2.9990 0.6248
H 1.0264 1.9257 0.3615
H 1.8264 1.9341 1.9813
H 0.8337 2.7612 5.4948
H 2.1287 3.9774 5.8344
H 2.4273 2.3752 5.0782
H 1.3810 6.0107 2.5125
H 0.0720 7.1164 3.1513
H -0.1459 6.3391 1.6688
C -2.3483 7.0953 -0.5463
O -2.5643 5.6377 -0.4746
P -1.8763 4.7641 -1.6353
O -0.6998 5.3816 -2.3304
O -1.5612 3.3602 -0.8677
C -2.4517 2.7925 0.0734
O -3.0749 4.4130 -2.6701
C -2.8370 4.1323 -4.0339
H -1.8349 7.4282 0.3557
H -3.3512 7.5182 -0.6053
H -1.8228 7.3968 -1.4524
H -3.3881 3.3402 0.1797
H -1.9438 2.6934 1.0327
H -2.7775 1.7664 -0.0971
H -3.7189 3.7973 -4.5800
H -2.0325 3.3995 -4.0966
H -2.5197 5.0355 -4.5551

No. 2
Density functional theory data (wB97M-V/def2-TZVPD) for a cluster of 6 separate species, C47H98N5O7 in total in a non-equilibrium geometry.

Computed properties:
- Total energy: -72107.7448 eV
- HOMO energy: -4.84 eV
- Relative energy (zero: lowest compared OMol25 entry of this formula, charge and spin): 14.9 kcal/mol
- Kohn-Sham gap: 7.0514 eV
- Total charge: -1
- LUMO energy: 2.209 eV

CARTESIAN COORDINATES (ANGSTROEM)
C 1.3810 0.1681 1.0987
C -0.0209 0.7482 1.1248
O -0.7148 0.6345 0.0869
O -0.4240 1.3200 2.1735
H 2.0266 0.8605 0.5553
H 1.3414 -0.7942 0.5846
H 1.7835 -0.0096 2.0974
C -6.7850 -1.6121 -0.1784
C -6.2857 -0.3969 0.6475
C -7.1245 -0.3697 1.9434
C -6.7112 -1.3270 3.0363
C -5.2301 -1.2015 3.3190
C -4.3713 -1.4470 2.0472
N -4.8730 -0.4640 1.0490
O -4.0474 -0.5476 -0.1089
C -2.9292 -1.1263 2.4182
C -4.4925 -2.9301 1.6660
C -6.5307 0.8750 -0.1385
H -6.0657 -1.9739 -0.9163
H -7.6925 -1.3009 -0.7011
H -7.0856 -2.4867 0.3993
H -7.3218 0.6220 2.3587
H -8.1424 -0.6882 1.6692
H -6.9461 -2.3694 2.7947
H -7.2676 -1.0779 3.9450
H -4.8905 -1.8250 4.1477
H -5.0416 -0.1609 3.6071
H -2.3027 -1.3196 1.5441
H -2.7788 -0.0969 2.7324
H -2.6207 -1.8250 3.1999
H -3.6514 -3.2089 1.0213
H -4.3098 -3.5194 2.5695
H -5.4495 -3.2290 1.2586
H -5.8800 0.9503 -1.0117
H -6.2594 1.7314 0.4844
H -7.5622 1.0087 -0.4637
H -4.2530 -1.4277 -0.4669
C -2.0471 -5.2108 -1.8586
C -0.7514 -5.3850 -1.1086
C -0.3652 -3.9928 -0.5484
C 0.7485 -4.0486 0.5216
C 0.3004 -4.9799 1.6474
C -0.0423 -6.3790 1.1410
N -0.9403 -6.3355 -0.0222
O -1.3183 -7.6114 -0.4742
C 1.2492 -7.1774 0.8494
C -0.7768 -7.1675 2.2366
C 0.3285 -5.8084 -2.1217
H -2.0268 -4.3505 -2.5390
H -2.9108 -4.9123 -1.2492
H -2.3644 -6.0686 -2.4565
H 0.1272 -3.3649 -1.2947
H -1.2807 -3.4945 -0.2261
H 0.7871 -3.0355 0.9219
H 1.6743 -4.3846 0.0599
H -0.5856 -4.5355 2.1101
H 1.0571 -5.0581 2.4313
H 1.7030 -7.3576 1.8285
H 1.0569 -8.0966 0.2977
H 2.0428 -6.6669 0.2960
H -0.8687 -8.1932 1.8731
H -0.1197 -7.2675 3.1046
H -1.7341 -6.7486 2.5365
H 1.3249 -5.7970 -1.6737
H 0.3574 -5.1560 -2.9926
H 0.1275 -6.8479 -2.3950
H -2.2575 -7.6386 -0.2637
C -0.1922 -0.7287 -6.2757
C -0.4538 -1.8637 -5.2393
C 0.4027 -1.6104 -3.9999
C -0.0860 -0.5055 -3.0564
C -1.5363 -0.7838 -2.6809
C -2.4848 -1.0493 -3.8646
N -1.8506 -1.9135 -4.8714
O -2.6571 -2.0559 -6.0247
C -3.7167 -1.7779 -3.3244
C -2.9627 0.2884 -4.4236
C 0.0030 -3.2137 -5.8236
H 0.8966 -0.6849 -6.4125
H -0.4638 0.2648 -5.9287
H -0.5925 -1.0021 -7.2500
H 0.6311 -2.5404 -3.4708
H 1.3859 -1.2407 -4.3196
H 0.0014 0.4552 -3.5668
H 0.5279 -0.5285 -2.1583
H -1.9156 0.1645 -2.2816
H -1.6049 -1.4022 -1.7844
H -3.4883 -2.8066 -3.0251
H -4.2303 -1.3073 -2.4889
H -4.4743 -1.9207 -4.1057
H -3.3403 0.1473 -5.4449
H -3.8128 0.7057 -3.8882
H -2.1413 0.9922 -4.5705
H -0.3493 -3.9505 -5.0996
H 1.0842 -3.2613 -5.9276
H -0.4871 -3.3621 -6.7864
H -3.1553 -2.8633 -5.8625
C -0.4405 3.1400 5.0372
C 0.9206 3.8276 5.1298
C 1.4076 3.6607 6.5558
C 2.8978 3.9537 6.8028
C 3.7445 3.2041 5.7870
C 3.2923 3.3579 4.3188
N 1.8466 3.1588 4.2193
O 1.3926 3.2980 2.8917
C 3.7717 4.7038 3.7401
C 3.9377 2.1826 3.5680
C 0.7016 5.3331 4.8525
H -1.1677 3.5689 5.7319
H -0.4189 2.0759 5.2904
H -0.8430 3.1688 4.0240
H 0.9287 4.3483 7.2670
H 1.1751 2.6822 6.9863
H 3.1084 3.5744 7.8052
H 3.1477 5.0159 6.7640
H 3.9434 2.1744 6.0875
H 4.7278 3.6961 5.7772
H 2.9709 5.1137 3.1229
H 3.9776 5.4750 4.4874
H 4.6801 4.5523 3.1555
H 4.9944 2.1576 3.8430
H 3.4362 1.2592 3.8530
H 3.8106 2.2897 2.4893
H 0.5902 5.4867 3.7756
H 1.4942 5.9593 5.2649
H -0.2564 5.6855 5.2416
H 0.9315 2.4466 2.7124
C 3.2881 2.1662 -1.9337
C 4.1129 3.4077 -1.5716
C 5.5714 2.9652 -1.3575
C 6.6321 4.0489 -1.3028
C 6.5436 4.7999 -2.6295
C 5.1572 5.3365 -3.0067
N 4.1647 4.2784 -2.7521
O 2.8787 4.7033 -3.1933
C 4.8631 6.5336 -2.0977
C 5.1983 5.8063 -4.4404
C 3.5416 4.0531 -0.2970
H 3.6716 1.2847 -1.4172
H 3.4577 1.9502 -2.9913
H 2.2431 2.3431 -1.6901
H 5.6456 2.3716 -0.4409
H 5.7574 2.3034 -2.2140
H 7.6203 3.6543 -1.0708
H 6.3918 4.6764 -0.4330
H 6.8342 4.0142 -3.3395
H 7.2429 5.6339 -2.7256
H 4.7187 6.3186 -1.0410
H 5.5971 7.3482 -2.1263
H 3.9301 7.0296 -2.3919
H 5.4970 4.9419 -5.0403
H 4.2154 6.1223 -4.8031
H 5.7923 6.7047 -4.5958
H 4.1654 4.8716 0.0626
H 3.3453 3.3675 0.5247
H 2.6041 4.5347 -0.5933
H 2.7129 4.1210 -3.9421

No. 3
Density functional theory data (wB97M-V/def2-TZVPD) for the molecule C3H6O2S in a non-equilibrium geometry.

Computed properties:
- Total energy: -18137.1997 eV
- HOMO energy: -8.80 eV
- Relative energy (zero: lowest compared OMol25 entry of this formula, charge and spin): 40.3 kcal/mol
- SMILES: COC(=S)CO
- Kohn-Sham gap: 9.3067 eV
- Total charge: 0
- LUMO energy: 0.506 eV

CARTESIAN COORDINATES (ANGSTROEM)
C -1.3987 1.4219 -0.0477
O -0.2016 0.6175 -0.1247
C -0.2380 -0.6793 -0.0959
S -1.6614 -1.5756 -0.1478
C 1.1941 -1.1970 0.0631
O 2.2260 -0.2647 -0.3248
H -1.7445 1.4848 1.0251
H -2.1116 0.9695 -0.8079
H -1.1124 2.4111 -0.4757
H 1.3058 -1.5085 1.1412
H 1.3598 -2.0332 -0.5394
H 2.3825 0.3536 0.3345

Among the records above, which one has the highest total energy?
C3H6O2S